1.
C34H31N4 | ωB97M-V/def2-TZVPD

```
69
Properties=species:S:1:pos:R:3:nbo_charge:R:1
C 0.45 -3.30 1.51 -0.2810
C -0.26 -3.98 0.51 0.2082
N -0.96 -4.61 -0.19 -0.2951
N 1.20 -2.15 1.06 -0.2562
C 1.61 -1.19 1.97 0.0486
C 2.62 -0.30 1.65 -0.2129
C 3.16 -0.30 0.35 -0.1355
C 2.61 -1.16 -0.60 -0.2154
C 1.60 -2.04 -0.26 0.0419
H -0.07 -3.05 2.43 0.2396
H 1.11 -1.22 2.94 0.2364
H 3.00 0.35 2.42 0.2550
H 3.99 0.36 0.10 0.2492
H 2.98 -1.18 -1.62 0.2540
H 1.11 -2.67 -0.99 0.2647
C 5.81 -8.75 -0.57 -0.4059
N 5.09 -7.53 -0.93 -0.4498
C 4.95 -7.32 -2.33 0.1342
C 4.37 -8.35 -3.11 -0.1799
C 4.14 -8.16 -4.47 -0.2128
C 4.59 -6.98 -5.09 -0.2092
C 5.25 -6.01 -4.34 -0.2014
C 5.41 -6.16 -2.97 -0.2353
C 4.19 -6.97 -0.03 0.2352
C 3.83 -5.62 -0.15 -0.2444
C 2.88 -5.07 0.68 -0.1660
C 2.13 -5.87 1.56 -0.0999
C 1.09 -5.23 2.32 0.0360
C -0.01 -6.05 2.82 -0.2278
C -0.52 -5.83 4.12 -0.1223
C -1.56 -6.62 4.61 -0.2665
C -2.17 -7.58 3.77 0.2628
N -3.29 -8.28 4.20 -0.4678
C -3.39 -8.77 5.57 -0.3957
C -4.49 -8.34 3.43 0.1284
C -4.72 -9.40 2.54 -0.2270
C -5.93 -9.46 1.85 -0.2002
C -6.91 -8.48 2.05 -0.2018
C -6.69 -7.46 2.99 -0.2160
C -5.50 -7.40 3.69 -0.1768
C -1.68 -7.77 2.47 -0.2771
C -0.58 -7.06 2.02 -0.0548
C 2.50 -7.24 1.69 -0.1569
C 3.57 -7.75 0.97 -0.2690
H 6.09 -8.70 0.49 0.2134
H 5.21 -9.65 -0.76 0.1844
H 6.72 -8.80 -1.18 0.2244
H 4.07 -9.28 -2.61 0.2111
H 3.61 -8.93 -5.03 0.2247
H 4.43 -6.85 -6.16 0.2245
H 5.64 -5.11 -4.83 0.2207
H 5.91 -5.40 -2.36 0.2176
H 4.31 -5.01 -0.91 0.2259
H 2.65 -4.02 0.63 0.1920
H 1.39 -4.35 2.92 0.2250
H -0.05 -5.08 4.77 0.2176
H -1.95 -6.45 5.63 0.2279
H -4.46 -8.86 5.82 0.2210
H -2.94 -9.77 5.65 0.2020
H -2.90 -8.09 6.27 0.1971
H -3.95 -10.17 2.42 0.2226
H -6.11 -10.28 1.15 0.2240
H -7.85 -8.52 1.50 0.2249
H -7.45 -6.69 3.17 0.2230
H -5.31 -6.65 4.46 0.2128
H -2.18 -8.50 1.84 0.2368
H -0.18 -7.28 1.03 0.2280
H 1.96 -7.91 2.38 0.2325
H 3.89 -8.79 1.12 0.2323
```

As for the total charge: +1. The HOMO energy is -0.3699 Ha. The lowest unoccupied orbital energy is -0.1584 Ha.


2.
C34H32BaI2N8O3 | ωB97M-V/def2-TZVPD

```
80
Properties=species:S:1:pos:R:3:lowdin_spin:R:1
Ba 0.35 0.68 0.69 0.0116
C 2.75 -3.89 -1.41 0.0000
C 3.32 -3.39 -0.11 0.0000
C 4.57 -3.84 0.27 0.0000
C 5.21 -3.36 1.39 0.0000
C 4.58 -2.38 2.15 0.0000
C 3.33 -1.89 1.80 0.0001
C 2.74 -0.79 2.65 0.0007
C 2.66 -2.42 0.68 0.0000
N 1.44 -1.83 0.28 0.0004
C 0.41 -2.68 0.06 0.0000
O 0.30 -3.86 0.38 0.0001
C -0.74 -2.10 -0.82 0.0001
C -1.43 -2.98 -1.64 0.0001
C -2.37 -2.45 -2.52 0.0000
C -2.60 -1.08 -2.56 0.0000
C -1.89 -0.27 -1.69 0.0003
N -0.98 -0.79 -0.86 0.0009
C -2.08 1.27 -1.75 0.0001
O -2.88 1.68 -2.60 0.0001
N -1.32 1.96 -0.90 0.0002
C -1.40 3.37 -1.03 0.0001
C -2.08 4.11 -0.05 0.0002
C -2.74 3.38 1.08 0.0020
C -2.13 5.49 -0.16 0.0000
C -1.52 6.14 -1.22 0.0000
C -0.84 5.41 -2.18 0.0000
C -0.76 4.02 -2.10 0.0000
C -0.04 3.22 -3.14 0.0000
H 3.55 -4.29 -2.04 0.0000
H 2.26 -3.08 -1.97 0.0000
H 1.99 -4.65 -1.26 0.0000
H 5.06 -4.59 -0.36 0.0000
H 6.19 -3.72 1.67 0.0000
H 5.08 -1.96 3.02 0.0000
H 3.34 -0.67 3.55 0.0000
H 1.71 -0.97 2.94 0.0007
H 2.77 0.20 2.16 0.0001
H -1.22 -4.03 -1.56 0.0000
H -2.91 -3.11 -3.18 0.0000
H -3.30 -0.60 -3.22 0.0000
H -2.06 2.72 1.62 0.0012
H -3.55 2.74 0.72 0.0001
H -3.16 4.07 1.81 0.0008
H -2.66 6.06 0.60 0.0000
H -1.57 7.22 -1.30 0.0000
H -0.36 5.91 -3.01 0.0000
H 0.50 3.87 -3.83 0.0000
H -0.74 2.62 -3.72 0.0000
H 0.67 2.52 -2.69 0.0001
I 7.47 0.21 0.54 0.0000
C 5.56 0.37 -0.14 0.0000
C 4.81 -0.61 -0.76 0.0000
N 3.61 -0.08 -1.01 0.0001
N 3.49 1.18 -0.55 0.0002
C 4.67 1.45 -0.02 0.0000
H 5.03 -1.64 -0.98 0.0000
H 2.77 -0.61 -1.26 0.0001
H 4.85 2.42 0.43 0.0000
I 0.98 7.38 1.55 0.0000
C 1.47 5.49 1.00 0.0000
C 2.18 5.09 -0.11 0.0000
N 2.27 3.76 -0.06 0.0000
N 1.67 3.25 1.03 0.0001
C 1.17 4.29 1.67 0.0001
H 2.60 5.66 -0.93 0.0000
H 2.73 3.11 -0.68 0.0000
H 0.60 4.13 2.57 0.0001
O -0.34 0.90 2.88 0.0460
N -1.52 0.57 3.47 0.2736
C -2.20 1.51 4.21 0.1080
C -3.47 1.25 4.62 0.0628
C -4.13 0.04 4.31 0.2587
C -3.39 -0.90 3.56 0.0506
C -2.12 -0.64 3.15 0.1360
H -1.65 2.41 4.41 0.0113
H -3.96 2.02 5.21 0.0002
H -5.14 -0.16 4.62 0.0200
H -3.81 -1.86 3.29 -0.0016
H -1.50 -1.34 2.60 0.0139
```

Its multiplicity is 2. As for the total charge: -1. The HOMO energy (alpha / beta) is -0.0762 / -0.1950 Ha. The lowest unoccupied orbital energy (alpha / beta) is 0.0658 / 0.0658 Ha.


3.
C34H32BaN11PS2 | ωB97M-V/def2-TZVPD

```
81
Properties=species:S:1:pos:R:3:lowdin_charge:R:1
Ba 0.23 0.44 0.62 1.5819
C 5.63 0.12 1.41 -0.0392
N 4.38 0.58 2.00 -0.1364
C 3.86 0.12 3.18 -0.0645
C 2.63 0.70 3.31 -0.1425
N 2.37 1.48 2.21 -0.0627
C 3.44 1.38 1.43 -0.5306
P 3.74 2.29 -0.13 1.1616
C 2.40 3.52 -0.07 -0.4843
N 1.12 3.32 0.18 0.0015
C 0.52 4.53 -0.03 -0.1402
C 1.44 5.46 -0.40 -0.0598
N 2.64 4.81 -0.42 -0.1317
C 3.91 5.40 -0.81 -0.0400
C 3.05 1.27 -1.49 -0.5176
N 1.79 1.28 -1.89 0.0091
C 1.75 0.48 -3.00 -0.1468
C 2.99 -0.02 -3.26 -0.0695
N 3.82 0.49 -2.30 -0.1253
C 5.20 0.10 -2.10 -0.0350
H 6.33 -0.10 2.21 0.0944
H 5.44 -0.77 0.82 0.0608
H 6.04 0.91 0.79 0.0636
H 4.41 -0.56 3.81 0.1236
H 1.91 0.58 4.10 0.1099
H -0.54 4.66 0.11 0.1006
H 1.36 6.51 -0.64 0.1168
H 3.80 6.48 -0.82 0.0887
H 4.69 5.12 -0.10 0.0757
H 4.20 5.06 -1.81 0.0913
H 0.83 0.29 -3.52 0.1027
H 3.34 -0.72 -4.00 0.1236
H 5.65 -0.10 -3.07 0.0939
H 5.74 0.90 -1.61 0.0629
H 5.23 -0.81 -1.49 0.0724
N 2.99 -3.24 -1.86 0.0385
C 2.04 -2.43 -1.25 -0.9089
S 2.55 -1.67 0.22 0.4674
N 0.90 -2.41 -1.90 -0.0261
N -0.06 -1.58 -1.41 -0.0272
C -1.18 -1.61 -2.05 -0.2134
C -1.46 -2.52 -3.20 -0.1988
C -1.92 -1.96 -4.39 -0.0376
C -2.22 -2.77 -5.48 -0.0837
C -2.07 -4.15 -5.38 -0.0949
C -1.63 -4.71 -4.19 -0.0806
C -1.32 -3.90 -3.10 -0.0349
C -2.30 -0.74 -1.59 -0.2398
C -3.61 -1.20 -1.67 0.0019
C -4.64 -0.42 -1.18 -0.0431
C -4.34 0.83 -0.66 -0.0517
C -3.02 1.22 -0.63 -0.1523
N -2.01 0.47 -1.08 -0.0035
H 3.69 -3.60 -1.25 0.0583
H 2.60 -3.88 -2.54 0.0842
H -2.05 -0.89 -4.46 0.1186
H -2.56 -2.33 -6.40 0.1001
H -2.31 -4.78 -6.22 0.0986
H -1.53 -5.78 -4.10 0.1008
H -0.96 -4.33 -2.18 0.1135
H -3.81 -2.18 -2.08 0.1222
H -5.66 -0.78 -1.20 0.1127
H -5.11 1.48 -0.26 0.1091
H -2.74 2.18 -0.21 0.1070
S -4.28 -0.91 2.94 0.9501
C -3.64 -2.38 2.36 -0.4618
C -2.35 -2.25 1.95 -0.2618
C -1.79 -0.93 2.06 -0.3012
C -2.76 -0.11 2.57 -0.5846
C -2.64 1.33 2.84 -0.3253
C -3.65 2.07 3.47 -0.0469
C -3.46 3.42 3.71 -0.0739
C -2.26 4.02 3.34 -0.0782
C -1.31 3.22 2.72 -0.1648
N -1.49 1.92 2.46 0.0051
H -4.26 -3.28 2.37 0.0511
H -1.79 -3.10 1.57 0.0794
H -4.56 1.59 3.76 0.0803
H -4.23 3.99 4.20 0.1050
H -2.06 5.06 3.54 0.0962
H -0.36 3.63 2.42 0.0855
```

As for the total charge: 0. The HOMO energy is -0.2500 Ha. The lowest unoccupied orbital energy is 0.0121 Ha.


4.
C34H32Cl3N5O3SSc | ωB97M-V/def2-TZVPD

```
79
Properties=species:S:1:pos:R:3:lowdin_charge:R:1
Sc -0.20 1.52 1.12 1.1077
C 3.90 2.24 0.16 0.0008
C 2.46 2.63 0.28 -0.4219
O 1.62 1.63 0.37 -0.1961
C 2.07 3.94 0.25 -0.0053
C 0.72 4.40 0.23 -0.2893
C 0.44 5.82 -0.16 -0.0172
N -0.27 3.60 0.52 -0.0606
N -1.56 4.12 0.35 0.0925
C -2.43 3.16 0.40 -0.4066
O -2.06 1.90 0.58 -0.1713
C -3.87 3.46 0.27 -0.1568
C -4.30 4.78 0.12 -0.0247
C -5.66 5.05 -0.01 -0.0697
C -6.58 4.01 0.02 -0.0747
C -6.15 2.70 0.18 -0.0724
C -4.80 2.43 0.30 -0.0264
H 4.04 1.62 -0.73 0.0879
H 4.18 1.62 1.02 0.0857
H 4.56 3.10 0.11 0.0882
H 2.84 4.69 0.12 0.1115
H 1.37 6.38 -0.30 0.0807
H -0.18 6.31 0.59 0.0888
H -0.13 5.84 -1.09 0.0957
H -3.58 5.58 0.09 0.1097
H -5.99 6.07 -0.12 0.1068
H -7.64 4.23 -0.07 0.1067
H -6.87 1.89 0.20 0.1056
H -4.45 1.41 0.42 0.1090
Cl -0.95 -7.04 -6.61 0.7028
C -0.63 -6.05 -5.23 -0.6604
C 0.16 -6.53 -4.20 -0.0825
C 0.41 -5.73 -3.10 -0.0225
C -0.12 -4.45 -3.01 -0.1932
C 0.13 -3.58 -1.80 -0.3203
C -1.07 -3.64 -0.85 -0.0398
N -0.88 -2.68 0.23 -0.0382
C -0.35 -2.93 1.48 -0.0231
C -0.13 -1.72 2.05 -0.0938
N -0.51 -0.73 1.17 -0.0215
C -0.95 -1.35 0.09 -0.1273
O 1.28 -4.02 -1.10 -0.1028
C 2.28 -3.02 -0.85 -0.1330
C 2.61 -2.19 -2.05 -0.3350
C 3.18 -2.67 -3.19 -0.9615
Cl 3.65 -4.29 -3.48 0.7138
S 3.37 -1.47 -4.40 1.0322
C 2.72 -0.27 -3.37 -0.3989
C 2.35 -0.79 -2.16 -0.1493
C -0.91 -3.99 -4.06 -0.5672
Cl -1.59 -2.39 -4.02 0.7292
C -1.17 -4.77 -5.17 -0.1187
H 0.58 -7.52 -4.27 0.1128
H 1.04 -6.08 -2.30 0.1227
H 0.25 -2.55 -2.13 0.1121
H -1.16 -4.63 -0.42 0.1486
H -1.99 -3.40 -1.38 0.1242
H -0.18 -3.93 1.83 0.1387
H 0.28 -1.50 3.03 0.1053
H -1.34 -0.87 -0.80 0.1541
H 3.15 -3.59 -0.52 0.1337
H 1.96 -2.36 -0.04 0.1160
H 2.63 0.74 -3.71 0.0720
H 1.94 -0.20 -1.36 0.0898
H -1.78 -4.39 -5.98 0.1097
N 0.02 1.99 3.35 0.0453
C 0.91 1.20 4.18 -0.2961
C 2.05 0.64 3.62 -0.0493
C 2.90 -0.12 4.41 -0.0592
C 2.61 -0.33 5.75 -0.0649
C 1.47 0.24 6.30 -0.0586
C 0.62 1.01 5.52 -0.0252
H 0.29 2.98 3.38 0.1248
H -0.92 1.97 3.75 0.1170
H 2.28 0.80 2.57 0.0917
H 3.79 -0.56 3.97 0.1140
H 3.26 -0.93 6.37 0.1125
H 1.23 0.08 7.35 0.1144
H -0.27 1.46 5.95 0.1204
```

As for the total charge: +1. The HOMO energy is -0.3852 Ha. The lowest unoccupied orbital energy is -0.0923 Ha.


5.
C34H32F5N3PdSe2 | ωB97M-V/def2-TZVPD

```
77
Properties=species:S:1:pos:R:3:lowdin_charge:R:1
Pd -0.19 -0.26 0.54 0.4928
C 0.69 -1.64 3.43 -0.1020
C -0.74 -1.97 3.66 -0.2108
C -0.94 -3.06 4.49 -0.0927
C -2.25 -3.47 4.70 -0.1294
C -3.30 -2.82 4.07 -0.0633
C -3.12 -1.68 3.21 -0.2478
C -4.20 -1.11 2.37 -0.0521
C -1.83 -1.23 3.06 -0.1628
N -1.51 -0.07 2.19 -0.0815
C -1.59 1.14 2.61 -0.3918
C -2.09 1.52 3.96 -0.0691
C -0.79 2.18 1.86 -0.3336
C -0.80 3.58 2.43 -0.0992
N 0.18 1.65 1.07 -0.1085
C 1.06 2.35 0.25 -0.2713
C 0.67 3.36 -0.69 -0.2141
C -0.79 3.71 -1.00 -0.0715
C 1.64 4.08 -1.40 -0.1040
C 2.97 3.68 -1.46 -0.1259
C 3.31 2.59 -0.64 -0.1168
C 2.45 1.99 0.29 -0.2788
C 3.18 1.36 1.49 -0.0572
H 1.18 -1.87 4.39 0.0696
H 0.86 -0.61 3.13 0.0536
H 1.17 -2.19 2.54 0.0290
H -0.09 -3.67 4.77 0.0999
H -2.39 -4.10 5.56 0.0752
H -4.29 -3.09 4.32 0.0764
H -3.68 -0.45 1.65 0.0761
H -4.89 -0.49 2.96 0.0726
H -4.77 -1.95 1.98 0.0755
H -2.81 0.79 4.35 0.0636
H -2.51 2.51 4.03 0.0492
H -1.27 1.43 4.65 0.0718
H -0.19 3.61 3.35 0.0582
H -1.84 3.78 2.73 0.0521
H -0.50 4.32 1.65 0.0531
H -0.85 4.03 -2.07 0.0676
H -1.13 4.63 -0.37 0.0932
H -1.43 2.88 -0.90 0.0363
H 1.33 4.95 -2.03 0.0992
H 3.76 4.24 -1.97 0.0817
H 4.31 2.18 -0.73 0.0955
H 4.16 1.79 1.71 0.0648
H 3.44 0.35 1.20 0.0379
H 2.59 1.37 2.37 0.0524
C 4.49 -2.67 -0.52 -0.0703
C 3.49 -2.52 0.55 -0.2622
N 2.56 -2.29 1.23 0.1164
H 4.26 -2.12 -1.41 0.0411
H 4.58 -3.73 -0.83 0.0789
H 5.51 -2.47 -0.10 0.0834
Se -0.05 -2.57 -0.46 0.5252
C -1.05 -2.47 -2.04 -0.6864
C -0.79 -3.39 -3.05 -0.1671
C -1.58 -3.39 -4.17 -0.1170
C -2.67 -2.49 -4.26 -0.1268
C -2.87 -1.56 -3.27 -0.1245
C -2.13 -1.59 -2.11 -0.1499
H 0.04 -4.12 -2.96 0.1030
H -1.36 -4.05 -5.00 0.0850
H -3.31 -2.47 -5.09 0.0597
H -3.59 -0.78 -3.48 0.0974
H -2.32 -0.81 -1.36 0.0877
F 1.45 1.72 -6.76 0.0207
C 1.26 0.98 -5.58 -0.1076
C 2.27 0.16 -5.15 -0.1633
F 3.42 0.03 -5.86 0.0779
C 2.09 -0.58 -3.97 -0.2157
F 2.95 -1.66 -3.70 -0.0022
C 1.11 -0.20 -3.03 -0.4005
Se 1.53 -0.56 -1.18 0.7028
C 0.09 0.66 -3.52 -0.1929
F -0.88 1.28 -2.76 0.0495
C 0.14 1.26 -4.77 -0.1758
F -0.81 2.06 -5.20 0.1198
```

As for the total charge: -2. The HOMO energy is 0.0362 Ha. The lowest unoccupied orbital energy is 0.1640 Ha.


6.
C34H32MoN5O3 | ωB97M-V/def2-TZVPD

```
75
Properties=species:S:1:pos:R:3:lowdin_spin:R:1
Mo 0.05 -0.54 0.27 1.1660
C 1.90 -1.73 1.30 0.0174
C 1.60 -0.60 2.10 -0.0051
C 0.28 -0.77 2.62 -0.0010
C -0.23 -2.01 2.12 0.0230
C 0.75 -2.57 1.25 -0.0082
C 0.68 -3.92 0.61 -0.0001
C -1.44 -2.75 2.62 0.0087
C -0.33 0.09 3.67 0.0005
C 2.57 0.44 2.55 -0.0013
C 3.26 -2.11 0.80 0.0028
H 1.23 -3.97 -0.32 -0.0003
H -0.35 -4.23 0.42 0.0001
H 1.13 -4.66 1.29 -0.0008
H -1.99 -3.24 1.82 0.0009
H -2.11 -2.12 3.20 0.0001
H -1.09 -3.54 3.29 0.0030
H -0.12 1.15 3.51 -0.0002
H 0.10 -0.18 4.64 0.0001
H -1.41 -0.05 3.75 0.0001
H 2.09 1.38 2.80 0.0001
H 3.36 0.63 1.82 -0.0002
H 3.07 0.08 3.46 -0.0009
H 3.24 -2.77 -0.06 0.0005
H 3.75 -2.67 1.60 0.0011
H 3.90 -1.25 0.59 0.0004
N 1.75 -0.75 -1.27 0.0271
C 1.69 -0.19 -2.63 -0.0002
C 2.62 0.75 -3.05 -0.0006
C 2.59 1.19 -4.36 -0.0017
C 1.66 0.67 -5.25 -0.0011
C 0.75 -0.29 -4.83 -0.0007
C 0.75 -0.72 -3.51 0.0002
C -0.21 -1.70 -2.99 0.0072
C -0.39 -2.96 -3.53 0.0025
C -1.30 -3.86 -2.96 -0.0155
C -2.06 -3.50 -1.85 0.0071
C -1.93 -2.23 -1.32 0.0003
C -1.00 -1.34 -1.87 0.0166
H 2.63 -0.43 -0.86 0.0021
H 1.89 -1.75 -1.38 0.0044
H 3.39 1.11 -2.37 0.0000
H 3.31 1.92 -4.70 -0.0001
H 1.65 1.01 -6.28 0.0000
H 0.02 -0.69 -5.52 0.0000
H 0.19 -3.26 -4.39 0.0006
H -1.43 -4.84 -3.40 -0.0007
H -2.79 -4.19 -1.44 0.0005
H -2.61 -1.89 -0.55 0.0032
O -0.46 6.48 1.45 0.0000
N -1.53 6.02 1.08 0.0000
O -2.53 6.62 0.81 0.0001
C -1.59 4.54 1.01 0.0001
C -2.77 3.97 1.32 -0.0002
C -2.88 2.54 1.35 0.0004
C -4.08 1.89 1.69 0.0055
C -4.11 0.51 1.70 0.0002
C -2.95 -0.19 1.37 0.0113
N -1.80 0.40 1.05 0.0210
C -1.76 1.76 1.03 0.0021
C -0.53 2.39 0.67 0.0037
N 0.52 1.58 0.34 0.0025
C 1.67 2.14 -0.01 0.0063
C 1.84 3.51 -0.09 0.0001
C 0.80 4.35 0.23 0.0041
C -0.42 3.78 0.65 0.0002
H -3.62 4.58 1.56 0.0000
H -4.96 2.47 1.93 0.0002
H -5.01 -0.03 1.95 0.0000
H -2.96 -1.27 1.37 0.0011
H 2.49 1.48 -0.23 0.0004
H 2.80 3.91 -0.40 -0.0001
H 0.92 5.42 0.17 0.0002
O -1.18 1.03 -2.01 0.4569
N -0.94 0.01 -1.37 0.2263
```

Its multiplicity is 3. As for the total charge: +3. The HOMO energy (alpha / beta) is -0.6223 / -0.6323 Ha. The lowest unoccupied orbital energy (alpha / beta) is -0.3943 / -0.4045 Ha.